Entry 1:
64
Properties=species:S:1:pos:R:3:lowdin_charge:R:1 method="wB97M-V/def2-TZVPD" homo_lumo_gap_ev="6.78 / 6.90" multiplicity=5 s_squared=6.041
Pt -0.14733 0.18484 0.00436 1.25
C 1.46042 -2.31725 -3.33878 -0.03
C 0.69658 -1.36029 -2.49452 -0.21
N 0.78974 -1.37181 -1.08842 -0.13
N 1.43869 -2.35797 -0.52563 0.10
C 1.11674 -2.42742 0.80480 -0.43
O 0.22190 -1.72664 1.31928 -0.06
C 1.88235 -3.38236 1.63876 -0.15
C 2.74261 -4.32448 1.08220 -0.03
C 3.45576 -5.18019 1.90663 -0.08
C 3.31890 -5.09485 3.28646 -0.09
C 2.46074 -4.15499 3.84304 -0.07
C 1.74186 -3.30204 3.02134 -0.02
C -0.22795 -0.44466 -2.96933 -0.23
C -0.59506 -0.35198 -4.33330 -0.01
C -1.59821 0.51147 -4.69875 -0.06
C -2.23124 1.27572 -3.72104 -0.02
C -1.83050 1.17677 -2.38010 -0.36
N -0.84612 0.35786 -2.02435 -0.01
H 2.20717 -2.82712 -2.73717 0.07
H 0.79655 -3.07116 -3.77068 0.10
H 1.95605 -1.79835 -4.16056 0.09
H 2.84316 -4.37980 0.00652 0.10
H 4.12207 -5.91484 1.47363 0.10
H 3.88138 -5.76094 3.92798 0.10
H 2.35432 -4.08730 4.91779 0.10
H 1.06567 -2.56468 3.43283 0.12
H -0.09979 -0.98009 -5.05844 0.11
H -1.90667 0.58622 -5.73322 0.11
H -3.03408 1.95355 -3.97359 0.11
H -3.10814 2.74586 -1.75511 0.08
C 3.44767 3.10259 1.17349 -0.06
C 2.01492 2.61625 0.97902 -0.58
O 1.81121 2.04999 -0.32314 -0.10
P 0.79674 3.97232 1.25879 0.44
O 1.58980 5.24316 0.67414 -0.12
O 0.75892 4.20710 2.81417 -0.12
O -0.48933 3.76091 0.57543 -0.27
P 1.59419 1.33412 2.24518 0.35
O 2.60583 0.13097 1.94910 -0.11
O 1.83636 1.95762 3.57389 -0.28
O 0.16305 0.88889 1.93801 -0.42
H 3.67450 3.92153 0.49287 0.08
H 4.13355 2.27724 0.97762 0.09
H 3.59606 3.44719 2.19605 0.09
H 1.65823 2.75876 -0.96184 0.10
H 1.04486 6.03759 0.68227 0.09
H 1.13049 3.44529 3.33466 0.04
H 3.22913 0.02957 2.67683 0.09
C -3.42116 0.79704 1.57727 -0.21
Ge -3.81969 0.76575 -0.32527 0.82
C -3.65615 -1.07067 -0.97270 -0.21
C -5.59009 1.48258 -0.71960 -0.22
C -2.53482 1.92854 -1.31863 -0.21
H -4.14970 0.19299 2.11927 0.02
H -3.42651 1.81100 1.97680 0.03
H -2.42782 0.37621 1.75259 -0.01
H -4.42875 -1.69225 -0.51808 0.02
H -2.68222 -1.47092 -0.68517 0.00
H -3.75220 -1.13421 -2.05759 0.02
H -6.37110 0.91343 -0.21492 0.02
H -5.77433 1.44591 -1.79431 0.02
H -5.65209 2.52059 -0.39078 0.02
H -1.83710 2.34188 -0.58809 0.03

Entry 2:
20
Properties=species:S:1:pos:R:3:lowdin_charge:R:1 method="wB97M-V/def2-TZVPD" homo_lumo_gap_ev=8.75 multiplicity=1 relative_energy_ev=4.134
C 2.60947 0.92235 -1.17734 -0.11
C 2.77222 1.02130 0.16631 -0.41
C 1.25302 0.64481 -1.64153 -0.34
C 0.47601 0.13296 -0.42590 -0.36
C 0.27641 -1.03406 -1.10863 -0.27
C -0.37847 -2.42685 -0.93743 0.00
C -2.85802 1.54330 2.04934 -0.08
C -2.29879 0.33182 2.02335 -0.09
O 0.84129 -0.55604 -2.25569 0.02
S 1.32987 0.77357 1.06281 0.90
H 3.27288 0.91993 -1.92533 0.07
H 3.68983 1.11293 0.70765 0.06
H -0.30897 -3.03633 -1.86468 0.08
H -1.47538 -2.48630 -0.50040 0.12
H 0.28748 -2.98449 -0.26442 0.07
H -3.87924 1.64682 2.53104 0.06
H -2.46676 2.51134 1.74563 0.04
H 0.87888 1.53939 -2.21301 0.17
H -1.26491 -0.06064 1.62060 0.04
H -2.75683 -0.51579 2.40762 0.01

Entry 3:
274
Properties=species:S:1:pos:R:3:lowdin_charge:R:1 method="wB97M-V/def2-TZVPD" homo_lumo_gap_ev=8.23 multiplicity=1 relative_energy_ev=3.467
C 12.98120 6.70890 -20.69479 -0.06
C 12.49991 8.09812 -20.92065 -0.46
C 13.54889 9.17303 -20.36468 -0.17
O 13.90487 9.00811 -19.02088 -0.22
C 12.83805 9.15695 -18.12978 -0.11
N 12.17272 8.31070 -22.28994 0.05
H 12.44281 5.88718 -21.16704 0.05
H 13.04176 6.37720 -19.65825 0.06
H 13.95709 6.56209 -21.15760 0.09
H 11.55888 8.30177 -20.40968 0.11
H 13.14352 10.18444 -20.33614 0.12
H 14.36852 9.11416 -21.08081 0.12
H 12.21537 8.26482 -18.06291 0.08
H 12.20621 10.03227 -18.28040 0.09
H 13.43302 9.21118 -17.21809 0.10
H 12.07825 9.31276 -22.37395 0.08
H 13.03862 8.02206 -22.72237 0.01
C 7.02239 2.47381 -29.38240 -0.05
C 8.48226 2.14564 -28.89076 -0.38
C 8.58698 1.58347 -27.44969 -0.20
O 9.94260 1.63485 -27.05823 -0.24
C 10.36090 1.30821 -25.68427 -0.04
N 8.95314 1.09950 -29.85139 0.04
H 7.10715 2.91995 -30.37329 0.07
H 6.53115 3.33683 -28.93297 0.06
H 6.43240 1.55777 -29.35291 0.08
H 9.13704 3.00674 -29.02445 0.12
H 8.33605 0.53059 -27.32093 0.12
H 7.92079 2.21538 -26.86235 0.12
H 10.45810 0.22996 -25.55767 0.07
H 9.65860 1.68155 -24.93896 0.08
H 11.38499 1.66230 -25.56613 0.07
H 9.81352 0.77587 -29.43292 0.03
H 8.37364 0.30717 -29.61369 0.04
C 12.57081 2.68748 -28.56502 -0.05
C 13.78029 2.92416 -29.43598 -0.40
C 15.19138 2.66997 -28.77780 -0.16
O 15.37367 3.64147 -27.71043 -0.21
C 16.74180 3.63833 -27.23333 -0.08
N 13.81539 2.03488 -30.58853 0.04
H 12.44980 3.46506 -27.81082 0.07
H 12.59597 1.78815 -27.94966 0.07
H 11.63091 2.74807 -29.11367 0.07
H 13.84773 3.98039 -29.69663 0.12
H 15.91383 2.83990 -29.57610 0.12
H 15.40166 1.65233 -28.44874 0.11
H 17.55232 3.81965 -27.93922 0.09
H 17.14820 2.81888 -26.64050 0.06
H 16.82252 4.50449 -26.57657 0.08
H 14.36154 1.19813 -30.44134 0.06
H 12.90382 1.75709 -30.92314 0.07
C 18.85946 8.28449 -15.32101 -0.06
C 17.44637 7.81420 -15.79519 -0.41
C 17.44960 6.53340 -16.64857 -0.18
O 16.08565 6.02842 -16.59465 -0.20
C 15.42331 6.43261 -17.77607 -0.11
N 16.79301 7.55070 -14.50531 0.03
H 18.75937 9.18967 -14.72207 0.08
H 19.41852 8.59729 -16.20289 0.06
H 19.54151 7.56007 -14.87591 0.08
H 16.92260 8.57104 -16.37912 0.12
H 18.08298 5.75498 -16.22314 0.12
H 17.93970 6.85344 -17.56807 0.11
H 15.23870 7.49364 -17.60803 0.08
H 14.54281 5.79129 -17.81501 0.06
H 16.00600 6.34743 -18.69331 0.08
H 16.08913 6.87613 -14.76914 0.05
H 17.44917 7.12304 -13.86761 0.06
C 8.49798 3.81494 -21.89390 -0.09
C 8.31233 5.10975 -21.18875 -0.42
C 8.43361 6.36862 -22.13630 -0.13
O 7.62419 7.45031 -21.61498 -0.23
C 8.12950 8.27214 -20.58181 -0.09
N 6.97938 5.02690 -20.57738 0.04
H 8.15277 2.97361 -21.29299 0.08
H 9.57622 3.72088 -22.02297 0.06
H 8.00177 3.74822 -22.86211 0.08
H 8.95598 5.17757 -20.31171 0.11
H 8.06318 6.01544 -23.09866 0.10
H 9.43751 6.72761 -22.36305 0.11
H 9.07158 7.82582 -20.26340 0.08
H 7.42824 8.35279 -19.75125 0.09
H 8.27754 9.27369 -20.98563 0.08
H 6.46772 5.85322 -20.85216 0.06
H 7.05035 5.27487 -19.60087 0.06
C 16.47746 8.83995 -24.44605 -0.07
C 15.18751 8.49756 -25.13597 -0.42
C 15.54525 7.76605 -26.45373 -0.23
O 16.48432 8.51171 -27.14650 -0.19
C 16.87626 8.03700 -28.45365 -0.05
N 14.30605 7.77466 -24.23738 0.07
H 16.85247 7.93959 -23.95941 0.07
H 16.46745 9.63906 -23.70483 0.08
H 17.34471 9.09568 -25.05481 0.08
H 14.84812 9.48688 -25.44282 0.14
H 14.69133 7.44422 -27.04984 0.12
H 16.01847 6.86256 -26.06921 0.11
H 16.08199 8.11971 -29.19554 0.07
H 17.17233 6.99103 -28.37375 0.08
H 17.74372 8.60362 -28.79210 0.09
H 13.50826 7.59027 -24.82868 0.06
H 14.73424 6.87450 -24.07469 0.06
C 12.82043 11.68977 -32.52187 -0.07
C 12.74275 10.14602 -32.52399 -0.43
C 13.01032 9.50762 -31.14634 -0.11
O 13.28979 8.03927 -31.43567 -0.20
C 13.27469 7.18521 -30.33717 -0.14
N 11.39744 9.70254 -32.95301 0.03
H 12.57601 12.01025 -33.53462 0.07
H 13.83784 12.03731 -32.34246 0.07
H 12.11773 12.11326 -31.80425 0.07
H 13.37065 9.83221 -33.35788 0.13
H 12.20794 9.73031 -30.44299 0.11
H 13.92483 9.87969 -30.68446 0.12
H 13.85696 7.56496 -29.49761 0.06
H 13.80826 6.33428 -30.76063 0.09
H 12.29950 6.88651 -29.95263 0.08
H 11.41148 9.53044 -33.94814 0.07
H 11.20657 8.81326 -32.51387 0.06
C 19.79487 9.77115 -19.74070 -0.08
C 18.42490 9.39905 -20.26613 -0.39
C 18.42473 8.12605 -21.17133 -0.15
O 18.38171 6.83700 -20.49415 -0.20
C 19.65508 6.21511 -20.44969 -0.11
N 17.49027 9.32163 -19.12380 0.07
H 20.46785 9.89010 -20.58984 0.07
H 20.34338 9.03468 -19.15347 0.06
H 19.91000 10.68001 -19.15008 0.08
H 18.01855 10.20786 -20.87342 0.13
H 19.31071 8.05635 -21.80243 0.11
H 17.52244 8.18431 -21.78008 0.09
H 20.22335 6.08503 -21.37069 0.08
H 19.51688 5.24127 -19.97996 0.08
H 20.35194 6.82167 -19.87127 0.08
H 17.37517 8.32898 -18.97714 0.03
H 16.54140 9.64863 -19.23703 0.06
C 10.68992 -2.39880 -31.14514 -0.03
C 10.24860 -3.49679 -30.15518 -0.44
C 11.47348 -4.52285 -30.07315 -0.12
C 12.74726 -3.92030 -29.40695 -0.16
C 12.24722 -3.61051 -27.92846 -0.12
C 11.04442 -2.60720 -27.83040 -0.48
N 10.02122 -2.86728 -28.81721 -0.15
O 8.96786 -1.98071 -28.74368 -0.01
C 10.41583 -3.01752 -26.45067 -0.03
C 11.68091 -1.23197 -27.90556 -0.02
C 8.92859 -4.25641 -30.53247 -0.01
H 9.88488 -1.68796 -31.33146 0.08
H 11.18185 -2.75122 -32.05173 0.08
H 11.54012 -1.80512 -30.80926 0.06
H 11.18824 -5.41381 -29.51377 0.11
H 11.73192 -4.82310 -31.08862 0.11
H 13.17709 -3.11572 -30.00360 0.09
H 13.65696 -4.51833 -29.35287 0.10
H 13.12126 -3.28687 -27.36329 0.10
H 12.01208 -4.59626 -27.52708 0.11
H 9.91077 -3.97856 -26.35364 0.09
H 10.99741 -2.76084 -25.56524 0.07
H 9.50054 -2.47378 -26.21682 0.06
H 12.19408 -1.20477 -28.86682 0.08
H 10.89773 -0.47456 -27.93795 0.06
H 12.29982 -0.96770 -27.04812 0.07
H 8.93186 -5.20184 -29.99004 0.08
H 9.05828 -4.56832 -31.56881 0.08
H 8.05524 -3.61362 -30.42206 0.08
H 8.47309 -2.40268 -28.03746 0.10
C 6.91174 6.73761 -27.32021 -0.04
C 7.93780 7.50489 -26.43521 -0.44
C 9.13415 6.49515 -26.24431 -0.12
C 10.51034 7.05742 -25.72684 -0.13
C 10.86871 8.31212 -26.64862 -0.14
C 9.76575 9.30597 -26.82258 -0.48
N 8.48118 8.63369 -27.29050 -0.10
O 7.44074 9.52434 -27.55340 -0.01
C 9.66429 10.12833 -25.54756 -0.05
C 10.27411 10.24401 -27.99859 -0.03
C 7.32857 8.06487 -25.13046 -0.02
H 5.88261 7.08578 -27.23213 0.08
H 6.85297 5.73049 -26.90746 0.07
H 7.15448 6.70452 -28.38232 0.09
H 8.82837 5.76968 -25.49047 0.10
H 9.33673 5.91989 -27.14771 0.11
H 11.29058 6.29657 -25.74793 0.09
H 10.48229 7.29962 -24.66446 0.07
H 11.07432 7.91158 -27.64128 0.11
H 11.78255 8.69017 -26.19028 0.11
H 9.65745 9.61329 -24.58694 0.06
H 10.45402 10.85576 -25.35973 0.09
H 8.73719 10.68856 -25.42616 0.08
H 9.75879 11.19942 -27.89979 0.07
H 11.34128 10.44081 -28.10110 0.08
H 9.85544 9.80008 -28.90177 0.08
H 6.69596 8.93134 -25.32316 0.08
H 8.06523 8.35624 -24.38177 0.06
H 6.71368 7.40921 -24.51394 0.08
H 7.37517 9.98409 -26.71320 0.06
C 14.81362 -0.42310 -25.73322 -0.01
C 16.00212 -0.40301 -24.61462 -0.40
C 15.71158 0.72882 -23.53029 -0.11
C 15.44438 0.16149 -22.12960 -0.17
C 14.47551 -1.06341 -22.14829 -0.14
C 15.07722 -2.26937 -22.89952 -0.43
N 15.95689 -1.75645 -24.06099 -0.12
O 16.08430 -2.78389 -24.99013 -0.02
C 16.02616 -2.98972 -21.88731 -0.04
C 13.90501 -3.24097 -23.20097 -0.04
C 17.40251 -0.02826 -25.15368 -0.04
H 13.81694 -0.18735 -25.36020 0.06
H 14.59969 -1.36644 -26.23565 0.05
H 14.94587 0.25662 -26.57501 0.05
H 16.52575 1.43551 -23.36963 0.11
H 14.81548 1.29889 -23.77550 0.09
H 14.98806 0.85207 -21.42041 0.08
H 16.39870 -0.04152 -21.64363 0.10
H 13.45765 -0.82684 -22.45831 0.11
H 14.28669 -1.24225 -21.08977 0.11
H 15.58563 -3.38252 -20.97094 0.08
H 16.52925 -3.81888 -22.38480 0.08
H 16.74088 -2.27434 -21.48050 0.07
H 13.02014 -2.80376 -23.66351 0.06
H 14.06577 -4.01685 -23.94948 0.07
H 13.60221 -3.85422 -22.35225 0.08
H 18.24599 -0.06777 -24.46441 0.09
H 17.47941 0.93218 -25.66333 0.06
H 17.70331 -0.76026 -25.90321 0.07
H 17.02389 -2.98059 -24.99844 0.10
C 13.68609 2.75852 -16.06859 -0.01
C 12.38913 2.16468 -16.74182 -0.47
C 11.24623 3.17761 -16.74210 -0.14
C 11.26899 4.24530 -17.77603 -0.20
C 11.29593 3.64764 -19.17021 -0.14
C 12.43455 2.61151 -19.29533 -0.47
N 12.69681 1.75675 -18.12987 -0.12
O 13.72826 0.84998 -18.32144 0.01
C 11.94218 1.65639 -20.40089 -0.02
C 13.70289 3.33740 -19.70764 -0.01
C 12.05192 0.97570 -15.86498 -0.05
H 13.48086 2.96278 -15.01775 0.09
H 14.60667 2.19961 -16.23668 0.07
H 13.94673 3.65103 -16.63744 0.06
H 10.25312 2.75722 -16.90051 0.13
H 11.14509 3.67965 -15.77990 0.13
H 10.42303 4.88777 -17.53171 0.12
H 12.18410 4.83662 -17.80798 0.10
H 11.44992 4.52094 -19.80403 0.09
H 10.28435 3.29487 -19.37114 0.11
H 11.75694 2.07959 -21.38816 0.08
H 11.05584 1.13396 -20.04095 0.10
H 12.69811 0.95220 -20.74841 0.05
H 14.34749 2.64191 -20.24514 0.06
H 14.23463 3.86509 -18.91588 0.07
H 13.44461 3.91759 -20.59352 0.06
H 11.48810 1.15041 -14.94863 0.08
H 11.37070 0.30231 -16.38515 0.08
H 12.92591 0.39009 -15.57985 0.08
H 13.35155 0.20381 -18.92323 0.09
C 17.74632 2.35533 -19.36972 -0.08
C 17.27064 3.17711 -18.18617 -0.28
O 18.43920 3.47566 -17.40649 -0.10
H 17.49349 2.83884 -20.31333 0.07
H 17.15993 1.43674 -19.34881 0.06
H 18.78588 2.04788 -19.25621 0.08
H 16.66908 2.55927 -17.51946 0.10
H 16.70736 4.07673 -18.43417 0.09
H 18.57141 2.65987 -16.91801 0.08
C 13.64055 4.27965 -23.45145 -0.05
C 13.48902 3.98455 -24.98391 -0.29
O 13.97492 5.02481 -25.78317 -0.10
H 14.40707 4.97345 -23.10624 0.06
H 13.89043 3.39900 -22.85974 0.04
H 12.66120 4.58462 -23.08271 0.06
H 12.44651 3.86992 -25.28079 0.09
H 13.95100 3.02731 -25.22550 0.09
H 14.26424 4.70730 -26.64171 0.04

Calculated total energy, -120403.932, -21335.648, -124047.211 eV (same order as the records).